Entry 1:
{
  "formula": "C26H14F4N8RhS2",
  "method": "wB97M-V/def2-TZVPD",
  "charge": 3,
  "spin_multiplicity": 5,
  "gap_ev": [4.4552, 3.9550],
  "e_homo_ev": [-15.45, -17.26],
  "mol_weight_g_mol": 681.5,
  "symbols": ["Rh", "C", "C", "C", "C", "C", "C", "N", "N", "C", "C", "C", "C", "C", "N", "H", "H", "H", "H", "H", "H", "H", "H", "H", "F", "C", "C", "F", "C", "C", "C", "F", "C", "C", "C", "N", "C", "N", "F", "C", "C", "N", "C", "N", "S", "C", "N", "C", "C", "S", "H", "H", "H", "H", "H"],
  "xyz": [[0.947, -0.725, -0.404], [-3.151, 0.883, -3.588], [-2.674, 0.290, -2.410], [-1.328, 0.181, -2.198], [-0.407, 0.660, -3.166], [-0.902, 1.244, -4.355], [-2.263, 1.350, -4.550], [0.924, 0.630, -2.992], [1.515, 0.132, -2.025], [2.890, 0.215, -1.806], [3.901, 0.606, -2.670], [5.201, 0.555, -2.175], [5.423, 0.143, -0.869], [4.343, -0.227, -0.065], [3.113, -0.193, -0.539], [-4.216, 0.965, -3.748], [-3.382, -0.092, -1.688], [-0.928, -0.305, -1.275], [-0.197, 1.607, -5.087], [-2.648, 1.806, -5.450], [3.680, 0.915, -3.679], [6.028, 0.841, -2.810], [6.421, 0.094, -0.460], [4.484, -0.544, 0.959], [-2.890, 1.062, 4.869], [-2.456, 1.720, 3.816], [-2.938, 3.012, 3.589], [-3.809, 3.511, 4.438], [-2.524, 3.774, 2.472], [-1.629, 3.127, 1.578], [-1.168, 1.848, 1.801], [-0.356, 1.308, 0.840], [-1.541, 1.096, 2.938], [-1.048, -0.239, 3.183], [-0.221, -0.812, 2.250], [0.428, -1.251, 1.383], [-1.407, -1.039, 4.283], [-1.689, -1.771, 5.121], [-1.212, 3.742, 0.476], [-2.992, 5.109, 2.251], [-2.659, 5.844, 1.105], [-2.392, 6.436, 0.157], [-3.796, 5.818, 3.154], [-4.440, 6.436, 3.876], [0.601, -2.854, -1.424], [1.074, -4.132, -0.396], [0.569, -5.343, -0.501], [0.912, -6.287, 0.549], [2.204, -5.784, 1.188], [2.255, -3.984, 0.856], [-0.109, -5.598, -1.211], [1.033, -7.294, 0.142], [0.089, -6.313, 1.274], [3.098, -6.212, 0.729], [2.237, -5.958, 2.263]],
  "forces_ev_per_a": [[0.8045, -1.4227, -1.2727], [0.3739, 0.0164, -0.0894], [-0.0693, -0.1882, 0.2705], [0.3271, -0.1625, 0.1112], [-1.1853, -0.2687, 0.3214], [0.3386, -0.1063, 0.3442], [-0.2809, 0.0329, -0.0435], [1.5357, 0.6226, -0.9054], [-1.0374, 0.1044, -0.5765], [1.9682, 0.3856, -0.3911], [-0.6273, -0.1668, 0.2155], [-0.0825, -0.0237, 0.2301], [-0.2199, -0.0656, 0.0836], [0.7255, 0.0170, 0.1307], [-1.4678, -0.0627, -0.5353], [-0.0507, 0.0156, -0.0116], [-0.0195, 0.0078, 0.0782], [-0.6331, 0.2834, -0.3978], [0.0725, 0.0452, -0.0530], [0.0376, 0.0125, -0.0659], [-0.0288, 0.0490, -0.0826], [0.0538, 0.0056, -0.0153], [0.0648, 0.0339, 0.0241], [-0.0381, -0.0123, -0.0058], [0.0933, 0.2064, -0.1541], [0.0658, -0.1091, -0.0636], [0.1718, 0.3581, -0.5020], [0.2081, -0.2296, -0.0527], [0.2601, -1.2804, 0.4860], [0.0937, -0.2551, 0.0498], [-0.4099, 0.4847, 0.1020], [-0.1135, 0.2375, 0.2762], [-0.0691, 0.2999, -0.1651], [-0.7391, 0.6646, 0.7256], [1.3221, -1.2410, -1.5348], [-1.2885, 0.2060, 2.9194], [0.1454, 0.2998, -0.5124], [-0.1379, -0.5113, 0.6147], [-0.0565, -0.1639, 0.2059], [-0.2908, 0.7629, -0.0383], [0.0836, -0.3264, 0.0522], [0.1199, 0.3956, -0.5456], [0.3646, -0.5758, -0.1918], [-0.5297, 0.5090, 0.5524], [-0.2079, 1.6608, -0.3642], [0.6366, -1.2192, 1.3201], [0.0305, 0.8463, -0.4365], [0.0260, -0.5577, 0.6249], [0.3462, -0.0781, -0.1609], [-0.5151, 0.0387, -0.3133], [-0.0750, 0.1319, -0.0593], [-0.0144, 0.1689, -0.0350], [0.0756, 0.0371, -0.1384], [-0.1159, 0.0188, 0.0637], [-0.0419, 0.0682, -0.0885]]
}



Entry 2:
{
  "formula": "C26H15Br4N4O2SbSe4W",
  "method": "wB97M-V/def2-TZVPD",
  "charge": 0,
  "spin_multiplicity": 3,
  "e_above_lowest_kj_mol": 0.0,
  "gap_ev": [5.8868, 5.7096],
  "e_homo_ev": [-8.38, -8.45],
  "mol_weight_g_mol": 1356.5,
  "symbols": ["W", "Br", "C", "C", "Br", "C", "Br", "C", "O", "C", "O", "C", "Br", "Se", "Sb", "Se", "Se", "Se", "N", "C", "C", "C", "C", "C", "C", "N", "C", "C", "C", "C", "N", "C", "C", "H", "H", "H", "H", "H", "H", "H", "H", "H", "C", "C", "C", "C", "C", "C", "C", "C", "N", "H", "H", "H", "H", "H", "H"],
  "xyz": [[0.893, -1.058, -1.525], [3.952, -5.781, 2.502], [2.676, -4.850, 1.493], [1.466, -5.469, 1.125], [1.117, -7.241, 1.642], [0.526, -4.781, 0.365], [-1.085, -5.541, -0.238], [0.795, -3.479, -0.034], [0.005, -2.723, -0.812], [1.999, -2.876, 0.329], [2.144, -1.635, -0.176], [2.940, -3.545, 1.092], [4.534, -2.634, 1.479], [-1.946, 3.762, -2.358], [0.374, 3.810, -1.861], [2.225, 4.802, -2.942], [0.722, 4.282, 0.550], [1.305, 1.103, -2.417], [-3.526, 3.678, 1.203], [-3.795, 4.756, 2.017], [-4.699, 5.812, 1.910], [-4.687, 6.734, 2.934], [-3.809, 6.616, 4.029], [-2.915, 5.574, 4.124], [-2.907, 4.631, 3.092], [-2.105, 3.520, 2.918], [-2.499, 2.994, 1.790], [-1.859, 1.823, 1.186], [-2.357, 1.173, 0.055], [-1.609, 0.153, -0.484], [-0.381, -0.151, -0.050], [0.085, 0.437, 1.059], [-0.651, 1.385, 1.729], [-3.875, 3.538, 0.271], [-5.371, 5.909, 1.068], [-5.368, 7.574, 2.895], [-3.840, 7.367, 4.807], [-2.233, 5.480, 4.958], [-3.295, 1.435, -0.409], [-1.951, -0.403, -1.348], [1.081, 0.153, 1.373], [-0.266, 1.857, 2.620], [0.404, -1.774, -3.526], [1.600, -2.588, -3.286], [2.840, -1.951, -3.087], [3.933, -2.660, -2.564], [3.799, -3.990, -2.246], [2.574, -4.653, -2.462], [1.501, -3.963, -2.949], [4.901, -4.717, -1.670], [5.775, -5.297, -1.201], [-0.525, -2.335, -3.588], [0.495, -1.016, -4.291], [2.989, -0.933, -3.420], [4.876, -2.157, -2.401], [2.484, -5.701, -2.208], [0.546, -4.459, -3.063]],
  "forces_ev_per_a": [[-0.1161, 1.0772, -0.3774], [0.0643, -0.0116, 0.0432], [-0.2826, -0.2120, -0.0614], [0.3019, 0.0852, 0.1176], [-0.0264, -0.0395, 0.0026], [-0.1224, 0.1063, -0.0913], [0.0180, -0.0118, 0.0206], [-0.1173, 0.1315, -0.1413], [0.1069, -0.2701, 0.1126], [-0.1725, -0.1549, -0.0661], [0.3508, -0.2629, 0.4230], [0.0297, 0.2082, -0.0583], [0.0094, -0.0167, 0.0172], [0.0685, -0.0851, -0.0515], [-0.0273, 0.0831, -0.2213], [-0.1713, -0.0188, 0.1089], [0.1241, -0.0771, 0.0364], [-0.0076, -0.1346, 0.4673], [-0.0646, 0.0088, 0.0333], [-0.0178, 0.0282, -0.0597], [0.0012, -0.0317, 0.0004], [0.0135, 0.0113, 0.0308], [-0.0259, 0.0111, -0.0231], [0.0113, -0.0166, -0.0007], [0.0432, -0.0141, 0.0372], [-0.0345, 0.0240, 0.0349], [0.0454, -0.0972, -0.0528], [-0.0355, 0.0429, -0.0410], [0.0866, -0.1288, 0.4384], [-0.0952, 0.0573, -0.3765], [-0.0117, 0.1777, -0.1873], [0.0567, -0.0587, 0.0977], [-0.0203, 0.0443, -0.0297], [0.0764, 0.0326, -0.0888], [0.0032, -0.0051, 0.0024], [0.0012, -0.0039, 0.0034], [-0.0019, -0.0003, -0.0022], [-0.0022, -0.0013, -0.0033], [-0.0202, -0.0029, 0.0395], [-0.0518, 0.0645, -0.0417], [0.0075, 0.0081, -0.0025], [0.0107, 0.0050, -0.0005], [-0.2282, -0.2796, 0.2004], [0.1473, -0.2307, 0.0451], [0.0382, -0.1073, -0.1529], [-0.0024, 0.1239, -0.0148], [0.0386, -0.1022, 0.0389], [0.0017, -0.0186, 0.0098], [0.0114, 0.0305, -0.0429], [-0.0136, 0.0530, -0.0163], [-0.0150, -0.0122, -0.0093], [0.0495, -0.0930, -0.0807], [-0.0351, 0.0382, 0.0046], [0.0080, 0.0224, -0.0384], [-0.0015, 0.0123, -0.0200], [0.0073, 0.0001, -0.0077], [-0.0114, 0.0113, -0.0051]]
}